Record 1
Molecular formula: C4H14N2Se
Method: DFT, ωB97M-V/def2-TZVPD

Values from the calculation:
charge = +2
maximum force = 5.50 eV/A
relative energy (zero: lowest compared OMol25 entry of this formula, charge and spin) = 199.3 kJ/mol
E_HOMO = -17.631 eV

Positions of all 21 atoms, in Å:
C (-0.964, -0.733, 1.042)
C (-0.162, 1.105, -0.641)
C (1.833, 2.025, 1.302)
C (-0.834, -0.296, -0.370)
N (2.244, -1.400, -0.360)
N (-2.293, -0.262, -0.908)
Se (1.721, 1.215, -0.253)
H (-1.413, -1.789, 1.024)
H (0.036, -0.565, 1.436)
H (-1.748, 0.013, 1.611)
H (-0.270, 1.371, -1.667)
H (-0.843, 1.798, -0.091)
H (2.875, 2.087, 1.748)
H (1.032, 2.416, 1.726)
H (-0.378, -0.990, -0.918)
H (3.212, -1.670, -0.401)
H (1.945, -1.435, -1.319)
H (1.762, -2.193, 0.103)
H (-2.327, -0.363, -1.960)
H (-2.704, 0.745, -0.637)
H (-2.724, -1.079, -0.465)

Mulliken atomic charge list, values in e, 4 entries: C -1.1696; C -1.0281; C -0.4215; C -0.2823

---

Record 2
Molecular formula: C36H76O10
Method: DFT, ωB97M-V/def2-TZVPD

Values from the calculation:
charge = 0
maximum force = 2.64 eV/A
relative energy (zero: lowest compared OMol25 entry of this formula, charge and spin) = 0.0 kJ/mol
E_HOMO = -9.250 eV

Positions of all 122 atoms, in Å:
C (2.550, -1.585, 4.800)
C (2.028, -0.237, 5.243)
C (1.828, 0.557, 3.932)
O (2.018, -0.439, 2.899)
C (1.861, -1.739, 3.463)
H (2.333, -2.396, 5.494)
H (3.622, -1.556, 4.596)
H (2.706, 0.286, 5.920)
H (1.090, -0.429, 5.767)
H (2.468, 1.410, 3.724)
H (0.802, 0.938, 3.932)
H (2.437, -2.417, 2.828)
H (0.823, -2.087, 3.496)
C (-0.625, -3.904, -2.644)
C (-1.462, -2.643, -2.687)
C (-0.759, -1.787, -3.757)
O (0.346, -2.549, -4.231)
C (0.732, -3.421, -3.196)
H (-0.973, -4.582, -3.427)
H (-0.534, -4.452, -1.709)
H (-1.434, -2.126, -1.723)
H (-2.507, -2.900, -2.861)
H (-0.510, -0.799, -3.356)
H (-1.468, -1.585, -4.564)
H (1.446, -3.103, -2.428)
H (1.187, -4.319, -3.625)
C (-2.601, 3.179, 2.037)
C (-2.312, 3.703, 0.653)
C (-3.691, 4.249, 0.312)
O (-4.600, 3.263, 0.746)
C (-4.005, 2.535, 1.832)
H (-2.610, 3.911, 2.842)
H (-1.957, 2.368, 2.397)
H (-1.914, 2.921, 0.004)
H (-1.571, 4.509, 0.625)
H (-3.764, 4.416, -0.769)
H (-3.862, 5.238, 0.751)
H (-3.980, 1.458, 1.674)
H (-4.572, 2.744, 2.744)
C (-3.199, 0.758, -2.318)
C (-4.070, 0.163, -3.422)
C (-5.038, -0.807, -2.731)
O (-4.607, -0.800, -1.359)
C (-4.030, 0.480, -1.072)
H (-2.987, 1.827, -2.405)
H (-2.240, 0.244, -2.243)
H (-3.407, -0.339, -4.128)
H (-4.560, 0.975, -3.962)
H (-4.965, -1.784, -3.199)
H (-6.053, -0.407, -2.690)
H (-3.414, 0.365, -0.177)
H (-4.822, 1.193, -0.817)
C (0.328, -3.572, 1.228)
C (-0.113, -4.998, 1.094)
C (1.059, -5.633, 0.380)
O (2.168, -5.045, 1.081)
C (1.869, -3.621, 1.210)
H (-0.121, -3.059, 2.079)
H (-0.027, -3.043, 0.332)
H (-1.050, -5.165, 0.555)
H (-0.220, -5.419, 2.097)
H (1.189, -5.416, -0.683)
H (1.055, -6.707, 0.569)
H (2.328, -3.106, 0.370)
H (2.222, -3.297, 2.187)
C (0.415, 4.774, -2.324)
C (0.490, 3.288, -2.590)
C (-0.517, 3.164, -3.742)
O (-1.608, 3.994, -3.366)
C (-1.064, 5.117, -2.656)
H (1.105, 5.372, -2.920)
H (0.608, 5.048, -1.284)
H (0.133, 2.651, -1.780)
H (1.494, 2.958, -2.860)
H (-0.869, 2.145, -3.904)
H (-0.080, 3.514, -4.687)
H (-1.595, 5.111, -1.705)
H (-1.063, 6.003, -3.289)
C (5.625, 3.124, -1.987)
C (4.335, 3.522, -2.687)
C (3.600, 2.188, -2.819)
O (4.638, 1.241, -3.081)
C (5.722, 1.602, -2.250)
H (5.553, 3.357, -0.921)
H (6.519, 3.644, -2.333)
H (4.652, 3.866, -3.672)
H (3.742, 4.228, -2.107)
H (2.949, 2.167, -3.693)
H (3.011, 1.912, -1.937)
H (6.703, 1.338, -2.637)
H (5.580, 1.148, -1.263)
C (-2.358, -1.849, 3.681)
C (-3.819, -1.807, 4.155)
C (-3.910, -0.422, 4.805)
O (-2.935, 0.393, 4.168)
C (-1.806, -0.448, 3.838)
H (-2.320, -2.197, 2.645)
H (-1.732, -2.567, 4.217)
H (-4.041, -2.626, 4.835)
H (-4.448, -1.917, 3.274)
H (-3.647, -0.453, 5.866)
H (-4.929, -0.054, 4.697)
H (-1.095, -0.342, 4.668)
H (-1.324, 0.057, 2.998)
C (5.257, -1.240, 0.856)
C (4.509, -2.002, -0.241)
O (3.910, -1.096, -1.143)
H (5.991, -0.521, 0.495)
H (5.765, -1.873, 1.596)
H (4.568, -0.688, 1.507)
H (3.743, -2.646, 0.211)
H (5.199, -2.697, -0.725)
H (3.043, -0.891, -0.757)
C (-0.778, -0.105, -0.540)
C (0.411, 0.610, 0.045)
O (1.532, -0.291, 0.181)
H (-1.490, 0.575, -1.013)
H (-1.317, -0.663, 0.233)
H (-0.411, -0.851, -1.247)
H (0.223, 1.012, 1.043)
H (0.779, 1.365, -0.652)
H (1.500, -0.660, 1.087)

Mulliken atomic charge list, values in e, 4 entries: C -0.7342; C -0.7083; C -0.3374; O -0.1729

---

Record 3
Molecular formula: C3H3Br5S
Method: DFT, ωB97M-V/def2-TZVPD

Values from the calculation:
charge = 0
maximum force = 3.90 eV/A
E_HOMO (alpha / beta) = -8.476 / -8.276 eV

Positions of all 12 atoms, in Å:
C (-0.789, 0.738, 0.537)
C (-0.618, -0.533, -0.107)
C (2.009, -0.397, -0.538)
S (-2.409, 1.110, 1.221)
Br (-0.622, -2.064, 0.964)
Br (-1.054, -0.649, -1.956)
Br (1.988, 0.606, -2.120)
Br (2.695, 0.506, 0.990)
Br (2.312, -2.230, -0.621)
H (-0.221, 1.514, -0.150)
H (-0.139, 0.997, 1.388)
H (-3.151, 0.401, 0.392)

Mulliken atomic charge list, values in e, 4 entries: C -0.2009; C -0.3138; C -0.1215; S -0.2018

---

Record 4
Molecular formula: C19H44As3O5Zn
Method: DFT, ωB97M-V/def2-TZVPD

Values from the calculation:
charge = +1
maximum force = 0.44 eV/A
relative energy (zero: lowest compared OMol25 entry of this formula, charge and spin) = 128.0 kJ/mol
E_HOMO = -10.604 eV

Positions of all 72 atoms, in Å:
Zn (1.883, -0.188, 0.080)
C (2.994, 2.705, 0.470)
O (1.907, 1.890, 0.920)
C (1.779, 1.824, 2.334)
C (2.652, 0.744, 2.923)
O (2.244, -0.481, 2.318)
C (2.978, -1.598, 2.833)
C (2.602, -2.875, 2.131)
O (2.740, -2.676, 0.743)
C (3.027, -3.868, 0.013)
H (2.847, 3.734, 0.803)
H (2.993, 2.670, -0.616)
H (3.950, 2.332, 0.833)
H (0.739, 1.555, 2.522)
H (1.990, 2.789, 2.797)
H (2.495, 0.711, 4.004)
H (3.714, 0.913, 2.718)
H (2.766, -1.701, 3.900)
H (4.046, -1.408, 2.698)
H (1.576, -3.167, 2.369)
H (3.274, -3.665, 2.476)
H (2.189, -4.569, 0.047)
H (3.918, -4.352, 0.418)
H (3.214, -3.572, -1.017)
C (-1.192, 2.125, 0.936)
As (-0.541, 0.885, -0.428)
C (0.120, 2.195, -1.710)
C (-2.200, 0.491, -1.446)
C (-3.326, -0.435, -0.965)
C (-3.664, -0.186, 0.509)
C (-3.058, -1.930, -1.222)
As (-1.788, -3.153, -0.308)
C (-0.178, -2.628, -1.325)
C (-1.339, -2.343, 1.437)
C (-4.561, -0.120, -1.839)
As (-5.438, 1.652, -2.139)
C (-4.173, 2.460, -3.416)
C (-4.944, 2.777, -0.598)
H (-2.151, 2.537, 0.628)
H (-0.471, 2.934, 1.044)
H (-1.323, 1.632, 1.898)
H (-0.632, 2.963, -1.888)
H (0.367, 1.715, -2.657)
H (1.021, 2.664, -1.314)
H (-1.856, 0.181, -2.436)
H (-2.613, 1.495, -1.547)
H (-2.771, -0.250, 1.128)
H (-4.380, -0.929, 0.866)
H (-4.107, 0.800, 0.649)
H (-2.787, -2.070, -2.274)
H (-4.012, -2.447, -1.100)
H (-0.037, -3.332, -2.144)
H (0.703, -2.663, -0.690)
H (-0.268, -1.631, -1.754)
H (-2.233, -2.246, 2.050)
H (-0.831, -1.383, 1.365)
H (-0.679, -3.045, 1.944)
H (-5.386, -0.741, -1.483)
H (-4.365, -0.448, -2.866)
H (-3.931, 1.748, -4.205)
H (-3.249, 2.810, -2.953)
H (-4.667, 3.313, -3.879)
H (-5.460, 2.449, 0.304)
H (-5.299, 3.781, -0.835)
H (-3.872, 2.829, -0.410)
C (5.964, -0.242, -0.182)
O (4.558, -0.035, 0.102)
C (3.648, -0.351, -0.871)
O (3.965, -0.704, -1.974)
H (6.375, -0.844, 0.625)
H (6.463, 0.723, -0.212)
H (6.079, -0.750, -1.134)

Mulliken atomic charge list, values in e, 4 entries: Zn 2.3173; C -1.1487; O -0.0097; C -0.6499

---

Record 5
Molecular formula: C2H6N2S
Method: DFT, ωB97M-V/def2-TZVPD

Values from the calculation:
charge = 0
maximum force = 6.26 eV/A
relative energy (zero: lowest compared OMol25 entry of this formula, charge and spin) = 135.7 kJ/mol
E_HOMO = -9.165 eV

Positions of all 11 atoms, in Å:
H (0.491, 1.955, 0.060)
N (-0.385, 1.493, 0.042)
C (-0.364, 0.252, 0.191)
C (-1.767, -0.684, -0.093)
S (1.067, -0.795, 0.068)
N (2.291, 0.296, -0.116)
H (-1.740, -1.581, 0.319)
H (-2.576, -0.056, 0.294)
H (-1.883, -0.886, -1.121)
H (2.860, 0.568, 0.614)
H (2.455, 0.761, -0.989)

Mulliken atomic charge list, values in e, 4 entries: H 0.2954; N -0.6235; C 0.4633; C -1.1292

---

Record 6
Molecular formula: C4H5P
Method: DFT, ωB97M-V/def2-TZVPD

Values from the calculation:
charge = 0
maximum force = 2.61 eV/A
relative energy (zero: lowest compared OMol25 entry of this formula, charge and spin) = 351.6 kJ/mol
E_HOMO = -8.205 eV

Positions of all 10 atoms, in Å:
C (0.639, 0.191, 0.475)
C (-0.309, -0.763, -1.733)
C (0.247, -0.415, -0.598)
C (1.481, 0.369, 1.578)
P (1.310, 1.901, 1.034)
H (0.243, -1.136, -2.619)
H (-1.307, -1.039, -1.752)
H (-2.241, 0.275, 0.333)
H (2.004, -0.199, 2.397)
H (-2.067, 0.817, 0.886)

Mulliken atomic charge list, values in e, 4 entries: C 0.0091; C -0.8375; C 0.4362; C -0.3604

---

Repeat the third record exactly.
Molecular formula: C3H3Br5S
Method: DFT, ωB97M-V/def2-TZVPD

Values from the calculation:
charge = 0
maximum force = 3.90 eV/A
E_HOMO (alpha / beta) = -8.476 / -8.276 eV

Positions of all 12 atoms, in Å:
C (-0.789, 0.738, 0.537)
C (-0.618, -0.533, -0.107)
C (2.009, -0.397, -0.538)
S (-2.409, 1.110, 1.221)
Br (-0.622, -2.064, 0.964)
Br (-1.054, -0.649, -1.956)
Br (1.988, 0.606, -2.120)
Br (2.695, 0.506, 0.990)
Br (2.312, -2.230, -0.621)
H (-0.221, 1.514, -0.150)
H (-0.139, 0.997, 1.388)
H (-3.151, 0.401, 0.392)

Mulliken atomic charge list, values in e, 4 entries: C -0.2009; C -0.3138; C -0.1215; S -0.2018